The following is a quantum chemistry calculation of a molecular structure, C35H41BiCl5IN9O3S3 in a non-equilibrium geometry, from the Open Molecules 2025 dataset.

```
98
Properties=species:S:1:pos:R:3:forces:R:3:mulliken_charge:R:1
Bi 11.45331 13.82200 11.98186 0.77 -1.62 -0.02 0.6361
C 10.94637 17.12670 15.54205 -0.28 -0.79 0.31 -0.8698
N 9.71591 16.86481 14.76709 0.06 -0.72 0.12 0.1236
C 8.61642 17.80933 14.90500 0.02 -0.67 -1.16 -0.9626
C 9.70421 15.84017 13.88350 2.04 -0.61 0.51 0.4733
N 10.81922 15.15020 13.63124 -2.25 1.27 0.26 0.5801
N 8.46555 15.52345 13.31083 0.01 -0.03 0.08 0.0621
C 8.20303 14.50242 12.42877 2.13 -1.43 -1.19 0.2635
N 6.92490 14.37631 12.05165 -0.73 0.22 -0.04 -0.3595
N 9.15845 13.70160 11.95907 -1.69 1.57 0.39 -0.1235
H 10.76454 17.98017 16.19343 0.04 -0.18 -0.06 0.2970
H 11.75422 17.34736 14.86800 0.49 0.19 -0.25 0.3518
H 11.25326 16.24036 16.14644 -0.34 0.66 -0.44 0.2890
H 8.99926 18.59071 15.52960 -0.41 0.41 0.39 0.3041
H 7.70352 17.33550 15.29366 0.21 0.35 0.20 0.2881
H 8.43213 18.21876 13.90269 -0.32 0.18 0.31 0.3832
H 11.65755 15.35396 14.22646 -0.09 -0.06 0.00 -0.3280
H 7.62804 15.90715 13.73662 0.52 0.17 0.00 0.2096
H 6.22627 15.04348 12.33776 0.09 0.01 0.00 0.1788
H 6.69671 13.86849 11.21188 0.16 -0.15 0.15 0.2476
H 8.85684 13.09085 11.20508 -0.24 -0.05 0.24 -0.1200
N 13.06109 12.80178 8.09409 0.48 0.13 1.11 -0.2762
C 14.05047 13.44330 8.77551 -0.05 -0.03 0.59 0.4596
N 14.86314 14.23072 8.03909 -0.34 -0.31 0.17 -0.4151
S 14.25488 13.23436 10.47598 0.02 0.20 -1.20 -0.1998
H 12.74597 13.15642 7.21746 -0.11 0.16 -0.49 0.2472
H 12.37733 12.31273 8.66396 0.02 0.03 -0.03 -0.0357
H 14.80753 14.19733 7.03818 0.01 0.04 -0.19 0.1900
H 15.64991 14.71970 8.43460 -0.20 -0.22 0.28 0.2304
C 11.83331 10.78365 16.42366 0.60 0.70 -0.89 -1.1287
N 10.84730 9.73053 16.26954 -1.18 0.68 -0.24 0.3628
C 11.18535 8.43150 16.80671 -0.28 -0.99 -0.40 -1.1051
C 9.75852 9.94572 15.46113 0.92 -0.87 0.63 -0.5435
S 9.70895 11.04866 14.22635 0.08 0.56 -0.19 0.0293
N 8.71356 9.07772 15.72071 0.21 0.25 -0.21 0.3372
C 8.04176 9.23079 17.01072 0.58 -1.40 -0.12 -1.0433
C 7.84903 8.73449 14.62003 -0.43 -1.38 0.06 -0.9772
H 12.58698 10.53251 17.20109 -0.62 0.00 -0.54 0.3789
H 11.34444 11.75689 16.68552 0.38 -0.84 -0.24 0.2667
H 12.32277 10.90996 15.42095 -0.05 0.23 0.98 0.3440
H 12.19959 8.15945 16.46661 -0.28 0.12 0.14 0.4059
H 10.47988 7.63223 16.44314 0.66 1.03 0.43 0.3344
H 11.18773 8.46198 17.89281 -0.03 -0.18 0.20 0.3507
H 8.78212 9.41244 17.78899 -0.09 0.06 -0.03 0.3354
H 7.57190 8.25109 17.21358 -0.12 0.62 0.18 0.3455
H 7.31794 10.03428 16.99287 -0.36 0.22 -0.01 0.2766
H 8.40536 8.69367 13.68641 0.17 -0.19 0.14 0.3094
H 7.06187 9.44399 14.44347 -0.60 0.52 0.10 0.3324
H 7.38732 7.72567 14.83338 0.43 0.99 -0.24 0.2744
Cl 9.74892 14.34271 8.76679 -0.18 -0.33 0.13 -0.1658
C 10.54265 15.72858 9.43391 0.11 1.09 -0.62 0.7537
C 11.45951 15.58679 10.44041 0.23 -0.02 1.54 -0.9047
C 12.16123 16.67964 10.94561 -0.19 0.89 -1.05 0.4953
Cl 13.36714 16.42340 12.19125 -0.52 0.12 -0.31 -0.0922
C 11.97577 17.96716 10.39300 -0.84 -0.67 -1.20 -0.0660
Cl 12.79363 19.34693 10.98024 0.15 -0.02 0.10 -0.1612
C 11.08027 18.10844 9.26990 -0.05 -1.25 0.90 0.2247
Cl 10.92135 19.62954 8.47026 -0.02 -0.41 0.28 -0.1586
C 10.31319 16.97696 8.83383 0.93 1.03 0.35 -0.0189
Cl 9.15341 17.16392 7.57028 0.22 0.01 0.14 -0.1724
I 19.31078 12.22126 17.13896 -0.80 0.09 -0.69 0.0604
C 17.45627 12.73909 16.20574 -1.33 -0.04 0.12 -0.2769
C 16.70910 11.89724 15.33827 0.61 1.08 0.72 -0.5118
C 15.45796 12.29848 14.87836 -0.42 -0.40 -0.25 -0.1255
C 14.84588 13.48571 15.26693 0.41 -0.24 0.15 0.0613
C 15.55229 14.26204 16.18990 0.10 -0.29 -0.59 -0.2741
C 16.82825 13.92276 16.64214 0.41 -0.21 -0.33 -0.5114
C 13.49364 13.93702 14.68418 0.66 -1.35 0.17 0.2712
O 13.11565 15.07188 15.00360 -0.30 0.50 -0.01 -0.7912
O 12.86328 13.10768 13.92727 0.75 1.12 0.30 -0.3520
H 17.09636 10.96131 15.00490 0.32 -0.48 -0.09 0.4535
H 14.89503 11.64171 14.21479 0.24 0.10 0.01 0.4499
H 15.08818 15.16728 16.49643 -0.15 0.71 0.36 0.4736
H 17.37702 14.61420 17.28412 -0.29 -0.27 -0.04 0.3573
O 10.93400 11.37564 10.19033 0.05 0.05 -0.11 -0.3690
S 10.48019 9.95852 10.43746 -0.21 -0.11 -0.42 0.3317
C 10.07991 9.25308 8.81849 -0.11 -0.44 -0.51 0.2853
C 8.83823 8.63913 8.58087 0.64 -0.04 0.02 -0.2233
C 8.52795 8.12990 7.32206 0.27 0.13 -0.14 -0.6446
C 9.45129 8.21292 6.27126 -0.05 0.23 0.37 -0.3937
C 10.69956 8.77963 6.50689 0.20 0.53 0.87 -0.7475
C 11.00294 9.30594 7.78259 0.22 -0.04 -0.78 -0.2771
C 11.92980 9.00161 10.87475 0.28 -0.90 -0.14 0.6009
C 13.19256 9.56735 10.93772 0.08 0.37 0.20 0.1778
C 14.23309 8.88437 11.58093 -1.01 -0.81 -0.07 -0.6393
C 13.96103 7.64313 12.17591 -0.10 0.67 -0.28 -0.5366
C 12.69271 7.06476 12.08622 0.44 0.12 -0.17 -0.6804
C 11.72196 7.68638 11.32543 0.29 0.90 0.55 -0.7069
H 8.15200 8.48336 9.39231 -0.30 0.20 0.25 0.4668
H 7.55655 7.66888 7.16510 0.17 0.06 -0.01 0.3830
H 9.19209 7.86722 5.27649 0.02 -0.11 0.15 0.3991
H 11.46749 8.86156 5.73578 -0.37 -0.13 0.11 0.3903
H 11.98198 9.76886 7.92730 -0.25 -0.15 0.10 0.2784
H 13.36385 10.55592 10.51584 -0.06 -0.04 0.25 0.0748
H 15.20832 9.33031 11.63705 0.26 0.06 -0.02 0.5274
H 14.73629 7.11029 12.69037 0.28 -0.05 0.31 0.4163
H 12.45879 6.16099 12.64859 0.16 0.00 -0.49 0.4157
H 10.80552 7.17727 11.15872 -0.94 -0.14 0.05 0.4426
```
Positions in Å, forces in eV/Å.

The HOMO-LUMO gap is 7.632 eV. The calculation puts the molar mass at 1245.1 Da. The value obtained for the LUMO energy is -2.29 eV. Its charge is +1. The highest occupied orbital energy comes out at -9.9 eV. The energy above the lowest of the compared OMol25 structures with the same formula, charge and spin comes out at 21.96 kJ/mol.